[1]
Entry from the Open Molecules 2025 dataset: a molecular structure, C24H42BF2GaN3OPS (ωB97M-V/def2-TZVPD).

Its total energy is -110703.5004 eV. The gap between HOMO and LUMO comes out at 8.228 eV. The total charge is 0.

Geometry (Å):
Ga1 11.86834 10.70459 7.80538
C1 16.57434 9.38213 7.58704
C2 16.21543 10.32509 6.42168
N1 15.70965 11.64795 6.84318
C3 16.61773 12.62838 7.42432
C4 16.59204 12.62656 8.98010
C5 14.43160 11.98006 6.70417
S1 13.20068 10.88378 5.90816
N2 14.06772 13.21414 7.03462
C6 12.91126 13.51191 7.61106
O1 12.10356 12.72162 8.15962
C7 12.51759 14.94367 7.66452
C8 11.32174 15.26680 8.32227
C9 10.91933 16.58110 8.41332
C10 11.68152 17.65406 7.92108
C11 12.87925 17.30888 7.28863
C12 13.27834 15.97711 7.19025
H1 17.15550 8.53429 7.19731
H2 15.70636 9.03486 8.15428
H3 17.23825 9.86079 8.36917
H4 15.49091 9.84290 5.72926
H5 17.09576 10.50135 5.83125
H6 16.30634 13.61384 7.06966
H7 17.63194 12.44496 7.10227
H8 15.60596 12.62289 9.31271
H9 17.01492 13.56835 9.34293
H10 17.13698 11.77569 9.39008
H11 10.77955 14.47140 8.79508
H12 10.04836 16.78680 9.01791
H13 11.26767 18.68733 8.09167
H14 13.58639 18.06056 6.95534
H15 14.21718 15.83613 6.71575
C13 6.75484 8.35446 8.53619
C14 7.86429 9.39197 8.60429
C15 8.87534 8.94967 9.69201
C16 7.30395 10.73344 9.13456
P1 8.81776 9.69929 7.02904
N3 10.14760 10.47984 7.23132
C17 9.12523 8.03924 6.26887
C18 9.77855 7.03622 7.30610
C19 10.25801 8.06951 5.24878
C20 7.88733 7.28880 5.73380
C21 7.72347 10.76372 5.94142
C22 7.95776 12.26815 6.35945
C23 6.24152 10.47850 5.94469
C24 8.29700 10.64127 4.54937
H16 6.15468 8.38660 9.44944
H17 7.16439 7.35354 8.43247
H18 6.04181 8.54079 7.72216
H19 8.36721 8.74423 10.67420
H20 9.59870 9.72187 9.97285
H21 9.44692 8.10320 9.32288
H22 7.02713 10.64461 10.19524
H23 6.43730 11.04860 8.56245
H24 8.04901 11.52589 9.21200
H25 10.53687 7.55377 7.90170
H26 10.35399 6.22975 6.78379
H27 9.07320 6.45731 7.96115
H28 11.16382 8.37886 5.79021
H29 10.07678 8.80470 4.43092
H30 10.41465 7.13233 4.82190
H31 7.10010 7.21624 6.42630
H32 8.20011 6.26711 5.49242
H33 7.57469 7.72315 4.78732
H34 7.36638 12.58833 7.19435
H35 7.61016 12.88798 5.55772
H36 8.99218 12.48491 6.59374
H37 5.82787 10.54072 6.92151
H38 6.05224 9.47642 5.57682
H39 5.73344 11.22528 5.29288
H40 9.41085 10.92026 4.59693
H41 7.79050 11.40494 3.91769
H42 8.22455 9.66384 4.03922
F1 12.75142 9.02476 10.18394
B1 12.95422 10.05618 9.39463
F2 14.07989 10.70404 9.70508

Cartesian forces, eV/Å:
Ga -1.2320 0.7454 -0.7908
C 0.7587 0.6022 0.7553
C -0.3342 -0.3410 0.2097
N -0.4825 -0.8767 -0.5549
C -0.0062 0.3303 1.1778
C 1.4317 0.4293 -1.2289
C -1.0812 -0.3011 -0.4990
S 1.1883 0.4099 0.3803
N -0.1686 -0.0659 0.4731
C 0.2760 0.2794 -0.5522
O -0.1993 -0.9227 0.1251
C -0.7197 -0.0401 0.6662
C 0.6493 0.0951 -0.3852
C -0.0246 0.5136 0.5638
C -0.5010 -0.2855 0.0903
C -0.2711 0.5396 0.5334
C 0.0823 1.0617 -0.3942
H -0.3875 0.1080 0.0752
H -0.0221 -0.0539 -0.3477
H -0.6284 -0.2742 -1.0418
H 0.3329 0.4832 0.7310
H 0.5790 0.2032 -0.2371
H 0.0693 -0.1884 -0.0065
H 0.1981 -0.2748 -0.3880
H -1.7460 -0.2344 0.5981
H 0.2647 -0.2107 -0.0436
H -0.0772 0.1503 0.0495
H -0.3394 -0.1255 0.0186
H -0.2667 0.1304 -0.1597
H 0.9146 -1.1208 -0.4187
H -0.2367 0.0765 -0.1288
H 0.6738 -0.5780 -0.2924
C -0.5670 0.1117 -0.2020
C 0.5038 0.7665 1.3196
C -0.0027 -0.0127 0.5862
C 0.0122 -0.0618 0.4085
P 0.7661 0.7373 0.5992
N 0.1581 -0.3734 0.3284
C 0.1532 -2.3597 0.6903
C -0.0737 -0.6613 0.4142
C -0.2384 3.1810 -0.2124
C 1.5090 0.1505 -1.3875
C 0.6721 0.6865 0.6071
C -0.0915 -0.9461 0.0127
C -0.0638 0.1290 -0.9805
C 1.5161 0.8960 -1.1303
H 0.1822 -0.0122 0.1379
H -0.0968 -0.0739 0.0465
H 0.2531 -0.1224 0.1324
H 0.1405 -0.2432 -1.0535
H -0.0773 0.1482 -0.4873
H -0.1503 -0.0989 0.6870
H -0.3440 -0.4865 -0.2537
H 0.0167 0.3191 0.2254
H 0.1518 -0.0056 -0.6844
H -0.1545 -0.1308 0.0816
H -0.6040 0.7186 -0.0181
H 0.4647 0.8982 -0.4139
H -0.1075 -0.0323 -0.4155
H 0.3136 -0.5598 0.5427
H 0.1391 -1.7090 -0.6542
H -0.9937 0.0786 0.6146
H 0.0085 0.0282 0.0247
H -0.4090 0.1003 -0.0003
H -0.3541 -0.1891 0.6594
H -0.0182 0.3482 -0.7909
H 0.2188 -0.0911 -0.1770
H -0.4835 0.1660 0.6424
H -0.2454 -0.1554 -0.2695
H 0.2177 -0.5443 0.3279
H -1.5346 -0.3456 -0.2109
H 0.3423 -0.5054 0.1533
H -0.2268 0.4055 0.4481
F -0.3929 -0.7057 0.3530
B 0.5618 -0.0114 0.3958
F 0.2343 0.3039 -0.0748

***

[2]
Entry from the Open Molecules 2025 dataset: a molecular structure, C24H42BN6OPtS (ωB97M-V/def2-TZVPD).

Its total energy is -51287.0747 eV. As for the expectation value of S²: 6.0248. The gap between HOMO and LUMO (spin up / spin down) comes out at 8.992 / 4.583 eV. Its spin multiplicity is 5. The total charge is +3.

Geometry (Å):
Pt1 -0.23788 0.01704 0.34272
C1 -4.67160 0.61194 1.98004
C2 -3.73530 -0.43572 1.35333
C3 -4.51774 -1.70922 0.98508
C4 -2.63983 -0.78128 2.29518
C5 -2.71426 -1.37756 3.58251
C6 -1.35899 -1.54204 4.02755
N1 -0.57515 -1.08727 3.09066
N2 -1.36174 -0.60676 2.02498
B1 0.99244 -1.10634 3.07348
N3 1.46149 -1.92307 1.87293
C7 2.42633 -2.86119 1.77652
C8 2.33186 -3.45241 0.53802
C9 1.24037 -2.83533 -0.10489
N4 0.73483 -1.92256 0.72538
C10 0.61945 -3.17564 -1.42890
C11 0.57470 -4.69936 -1.60383
C12 -0.79254 -2.60450 -1.60520
N5 1.46632 0.37726 2.87609
C13 2.33663 1.03966 3.62001
C14 2.36078 2.35237 3.14754
C15 1.40268 2.38966 2.03566
N6 0.90499 1.18431 1.89670
C16 1.01038 3.58415 1.27009
C17 0.08683 3.27887 0.09717
C18 0.43064 4.64595 2.23650
H1 -5.48309 0.82755 1.28839
H2 -5.11349 0.24121 2.90668
H3 -4.14273 1.54020 2.20013
H4 -3.27942 -0.02066 0.44969
H5 -5.00893 -2.13666 1.86101
H6 -5.28941 -1.45852 0.26029
H7 -3.86601 -2.46930 0.55151
H8 -3.60877 -1.64627 4.12566
H9 -0.97246 -1.95885 4.94702
H10 1.41120 -1.53350 4.09676
H11 3.10703 -3.06431 2.58799
H12 2.94716 -4.24930 0.15736
H13 1.26874 -2.77249 -2.21377
H14 -0.02323 -5.15448 -0.81268
H15 0.12509 -4.95049 -2.56340
H16 1.56897 -5.14163 -1.57589
H17 -1.51385 -3.21356 -1.05757
H18 -0.88847 -1.56733 -1.23630
H19 -1.07856 -2.59578 -2.65497
H20 2.87673 0.57107 4.42811
H21 2.96189 3.17529 3.50555
H22 1.94269 4.02586 0.88569
H23 -0.83074 2.78870 0.44501
H24 -0.20836 4.20149 -0.39838
H25 0.59276 2.64402 -0.63283
H26 -0.47823 4.28073 2.71688
H27 1.13907 4.92359 3.01732
H28 0.19500 5.54044 1.66475
C19 4.37090 -1.01465 -3.79936
C20 3.53619 -0.17774 -2.83614
C21 2.44162 0.63535 -3.54235
S1 0.79835 0.24548 -2.87687
O1 1.00959 0.38329 -1.35069
C22 -0.13664 1.72196 -3.36471
C23 -1.51349 1.74406 -2.70913
C24 -2.19180 3.10199 -2.88521
H29 5.10469 -1.60222 -3.25088
H30 4.91019 -0.38149 -4.50454
H31 3.75064 -1.69620 -4.38444
H32 4.18227 0.50447 -2.28365
H33 3.09386 -0.82906 -2.07642
H34 2.37130 0.37481 -4.60096
H35 2.58051 1.71240 -3.45385
H36 -0.23158 1.66716 -4.45161
H37 0.46388 2.59452 -3.10016
H38 -1.41877 1.52622 -1.63572
H39 -2.14049 0.96264 -3.14345
H40 -3.08264 3.17066 -2.26235
H41 -2.50201 3.24545 -3.91969
H42 -1.52287 3.92291 -2.62313

Cartesian forces, eV/Å:
Pt 0.4086 -0.7764 -0.4741
C 0.2289 0.0074 0.0801
C -0.3998 0.0111 0.0607
C 0.2243 -0.0665 0.0585
C 1.1315 0.3684 -0.9081
C -0.4438 -0.3824 0.8229
C 0.4159 0.0598 -0.1958
N -0.5466 -0.2065 0.8002
N -0.7898 0.3762 -0.6253
B 0.4791 -0.5103 -0.7996
N -0.1443 0.0438 0.4292
C 0.0899 -0.1516 -0.2171
C -0.0695 0.0355 0.0478
C 0.0387 -0.1217 0.2312
N -0.1502 0.4989 -0.1596
C -0.0523 0.0711 -0.1278
C 0.0311 0.0220 -0.0077
C 0.1407 -0.1146 0.1803
N 0.4532 0.2387 1.0778
C -0.4279 -0.7397 -0.3129
C 0.2222 0.6509 -0.0973
C -0.3538 -0.4976 -0.1051
N 0.2262 0.5826 -0.3851
C 0.0913 0.3886 -0.2635
C 0.1305 -0.0667 0.1141
C -0.0270 -0.2097 0.1435
H -0.0094 0.0062 -0.0071
H -0.0475 -0.0058 -0.0204
H -0.0501 0.0160 -0.0103
H 0.0710 -0.0044 0.0309
H -0.0379 0.0129 -0.0106
H -0.0138 0.0093 -0.0004
H -0.0453 -0.0006 -0.0304
H 0.0286 -0.0276 0.0365
H -0.0688 -0.0106 0.0062
H -0.0295 0.1073 0.1145
H -0.0554 0.0153 0.0479
H -0.0119 -0.0086 0.0191
H 0.0166 0.0733 0.0326
H -0.0075 -0.0156 -0.0209
H 0.0026 -0.0126 0.0018
H 0.0030 0.0063 -0.0345
H -0.0284 0.0593 0.0273
H -0.0550 0.0479 -0.1100
H -0.0120 -0.0153 -0.0044
H -0.0209 0.0101 0.0332
H -0.0100 -0.0061 0.0315
H 0.0124 -0.1137 0.0073
H -0.0247 0.0349 -0.0378
H 0.0016 0.0391 0.0375
H -0.0942 0.0140 0.0436
H -0.0367 0.0301 -0.0531
H 0.0017 0.0379 -0.0207
H -0.0015 0.0158 0.0044
C -0.0068 0.0974 -0.1162
C 0.0565 -0.2199 0.0944
C -0.2093 0.0236 0.1689
S -0.1657 0.0284 -0.5562
O -0.1141 0.4639 0.9248
C 0.0765 -0.2538 0.0829
C -0.0509 0.0474 0.0219
C -0.0117 -0.0626 -0.0786
H 0.0144 -0.0157 -0.0294
H 0.0122 -0.0016 0.0186
H -0.0167 -0.0330 0.0610
H -0.0432 0.0476 -0.0220
H -0.0295 0.0050 -0.0264
H -0.0712 0.0341 -0.0276
H -0.0050 0.0053 0.0061
H 0.1097 0.0227 -0.0358
H 0.0159 -0.0126 0.0055
H 0.0237 0.0092 -0.0412
H 0.0285 -0.0575 0.0592
H -0.0103 0.0127 -0.0271
H 0.0234 0.0368 -0.0032
H -0.0105 -0.0035 0.0391

***

[3]
Entry from the Open Molecules 2025 dataset: a molecular structure, C24H42Cl3N4O3SSiV (ωB97M-V/def2-TZVPD).

Its total energy is -119644.1601 eV. As for the expectation value of S²: 2.0166. The gap between HOMO and LUMO (spin up / spin down) comes out at 6.896 / 7.726 eV. Its spin multiplicity is 3. The total charge is 0.

Geometry (Å):
C1 2.66606 -2.62273 -2.62735
C2 2.03848 -1.74592 -3.65764
H1 2.18207 -3.61033 -2.59386
H2 2.56819 -2.16297 -1.63659
H3 3.73312 -2.80285 -2.83544
C3 1.86107 -2.20431 -4.91241
C4 2.21803 -3.58433 -5.34078
H4 1.52828 -1.54921 -5.71421
H5 1.74697 -4.34851 -4.70879
H6 3.30423 -3.75388 -5.32452
H7 1.87842 -3.74615 -6.36817
V1 0.80513 0.19277 0.75799
Cl1 1.90252 0.03018 2.70182
Cl2 2.38454 1.43138 -0.29930
C5 0.32595 3.05537 1.58102
O1 -0.10645 1.89174 1.76046
N1 -0.50588 4.10020 1.40764
C6 -1.94134 3.83578 1.44847
C7 -0.01118 5.30526 0.76089
H8 1.40328 3.26845 1.55689
H9 -2.21085 3.37215 2.40703
H10 -2.26951 3.17727 0.62792
H11 -2.45569 4.79299 1.35366
H12 0.95271 5.57059 1.21616
H13 -0.73613 6.10979 0.91593
H14 0.13213 5.15680 -0.32453
H15 -0.34506 -4.85848 3.75158
H16 -0.40350 -3.60465 0.58941
C8 -1.35232 -4.70848 3.33211
C9 -1.40527 -3.82528 1.01027
N2 -1.39687 -3.56853 2.43725
H17 -2.05060 -4.55059 4.16280
C10 -1.19565 -2.31437 2.91429
O2 -0.92258 -1.33213 2.22196
H18 -2.13053 -3.18048 0.49732
H19 -1.31425 -2.21065 4.01373
H20 -1.64774 -5.59920 2.77052
H21 -1.64772 -4.87827 0.84330
O3 0.68976 -0.37216 -2.18342
C11 1.65337 -0.32594 -3.23138
C12 0.08074 0.20260 -5.14983
C13 1.17738 0.55989 -4.36018
H22 -0.38186 -0.77587 -5.00653
C14 -0.38826 1.07366 -6.13547
H23 2.55839 0.09075 -2.76251
C15 1.80815 1.79295 -4.54929
H24 -1.25858 0.79319 -6.73284
C16 0.25137 2.29516 -6.34105
C17 1.36308 2.64433 -5.56320
H25 2.65067 2.04689 -3.89384
H26 -0.11865 2.99146 -7.09681
H27 1.87844 3.59504 -5.72039
Si1 -0.76401 0.36951 -1.76589
Cl3 0.91253 -2.03881 -0.08872
C18 -2.09125 -0.12851 -2.97895
C19 -0.51266 2.21903 -1.96175
C20 -1.53477 -0.03546 -0.13096
H28 -2.07176 0.52437 -3.86153
H29 -3.06495 -0.00331 -2.48284
H30 -1.99425 -1.17726 -3.28889
H31 -1.34324 -1.08117 0.13512
H32 -2.61638 0.03410 -0.33375
H33 -1.37867 0.64752 0.72937
H34 -0.52877 2.46215 -3.03446
H35 0.44722 2.54519 -1.53372
H36 -1.33694 2.75675 -1.47205
C21 -1.10530 -1.44333 6.95393
N3 -0.31764 -0.22203 6.98990
C22 0.52805 0.18503 8.00128
C23 1.06700 1.37236 7.61385
N4 0.55496 1.65700 6.36283
C24 -0.34409 0.69356 5.95111
S1 -1.31653 0.66556 4.60547
H37 -2.13114 -1.20333 6.65228
H38 -0.68161 -2.14190 6.22036
H39 -1.10021 -1.89871 7.94889
H40 0.65051 -0.39282 8.90671
H41 1.75827 2.03369 8.11024
H42 0.76954 2.46042 5.78206

Cartesian forces, eV/Å:
C 0.1935 -0.0693 0.5884
C -0.6094 -0.0268 -1.1825
H 0.0913 0.2628 0.0822
H 0.2638 -0.3393 -0.4598
H -0.2297 0.1090 -0.0804
C 0.3251 0.6970 0.5815
C 0.0867 -0.4322 -0.2985
H -0.0449 -0.0879 0.3157
H 0.1584 0.1136 -0.0675
H -0.1847 -0.0246 0.0685
H 0.0851 -0.1015 0.1268
V 0.5523 -1.4366 1.5197
Cl 0.1444 -0.2140 -0.1627
Cl -0.0727 0.0319 0.0891
C -0.8321 -0.2651 -0.0620
O 0.4810 1.0745 -0.7668
N 0.3639 -1.0559 0.0714
C -0.2342 -0.0208 -0.0102
C 0.3047 0.1538 -0.0370
H -0.2024 -0.0174 -0.1112
H 0.1353 0.0579 -0.3197
H 0.1889 0.1734 0.2510
H -0.0022 -0.1217 0.0428
H -0.2847 0.0902 -0.2242
H 0.2823 -0.0954 0.0362
H -0.1100 0.0450 0.4074
H -0.2510 -0.0853 -0.1842
H -0.8931 -0.3956 0.1922
C -0.0292 0.1284 0.4609
C 0.7752 0.0488 -0.5044
N -0.1202 0.4987 0.2802
H 0.1045 -0.1856 -0.0788
C 0.3414 0.3451 -0.5134
O -0.5661 -0.9268 0.5973
H 0.0887 -0.1718 0.1666
H 0.1157 -0.1315 -0.3291
H 0.0395 0.1680 0.2920
H -0.1272 0.2544 -0.0067
O -1.3973 0.2278 0.3507
C 0.2417 -0.1900 -0.0683
C 0.1249 0.1853 -0.2375
C 0.1978 0.2366 0.2061
H 0.0636 0.4506 -0.0067
C 0.0683 -0.0958 0.1982
H -0.1715 0.2219 -0.2410
C -0.1595 -0.2547 -0.3429
H 0.2782 0.1142 0.1319
C 0.2164 0.1789 0.1356
C -0.0417 0.0557 0.1636
H -0.3476 0.0305 -0.3678
H 0.1413 -0.2545 0.1803
H -0.2502 -0.2610 -0.0194
Si 0.8156 0.4470 -2.7842
Cl 0.7433 0.8033 1.1630
C -0.4618 -0.0052 -0.0075
C -0.1249 0.1793 0.1653
C 0.1067 -0.2659 0.5035
H -0.0483 -0.2982 0.2142
H 0.1034 -0.0800 -0.2631
H -0.0641 0.2184 0.0190
H -0.2503 0.4185 0.1097
H 0.4096 0.2273 0.0204
H -0.1935 -0.4712 -0.2385
H 0.0363 -0.0013 0.2793
H -0.3859 -0.0311 -0.1923
H 0.1178 0.0554 -0.1070
C 0.0629 0.0756 0.0408
N -0.4027 0.0131 -0.8228
C 0.3106 0.6793 -0.0958
C -0.0554 -0.5139 0.2325
N -0.4853 -0.1495 -0.5339
C 0.3266 0.1208 1.1180
S 0.1216 0.0900 0.1900
H 0.2192 -0.0403 0.0759
H -0.0952 0.1289 0.2117
H 0.0166 0.0882 -0.2100
H 0.0414 0.1549 -0.1916
H -0.0451 -0.1537 -0.0301
H -0.1118 -0.3821 0.2797